{"formula": "C3H4I4", "method": "the ωB97M-V functional and the def2-TZVPD basis", "charge": 0, "spin_multiplicity": 3, "s2": 2.02, "homo_energy_ev": [-7.4456, -9.1293], "elements": ["C", "C", "C", "I", "I", "I", "I", "H", "H", "H", "H"], "coordinates": [[-0.89, 0.49, -1.08], [-0.39, 1.01, 0.20], [1.35, -0.86, 0.78], [-2.72, 1.49, -1.72], [0.91, 2.61, 0.21], [3.20, -0.24, -0.25], [0.79, -2.77, 0.23], [-1.02, -0.55, -1.06], [-0.27, 0.71, -1.98], [-1.04, 1.10, 0.98], [1.23, -0.53, 1.77]], "nbo_charge": [-0.592, -0.294, -0.548, 0.049, 0.195, 0.145, 0.241, 0.235, 0.242, 0.170, 0.157]}

***

{"formula": "C4H8O", "method": "the ωB97M-V functional and the def2-TZVPD basis", "relative_energy_kcal_mol": 42.91, "charge": 0, "spin_multiplicity": 1, "smiles": "C1=COCC1.[H][H]", "homo_energy_ev": -8.4584, "elements": ["C", "C", "O", "C", "C", "H", "H", "H", "H", "H", "H", "H", "H"], "coordinates": [[0.42, 0.51, -0.34], [0.60, -0.78, -0.07], [-0.53, -1.48, 0.21], [-1.63, -0.61, -0.11], [-1.06, 0.82, -0.19], [1.19, 1.23, -0.57], [1.51, -1.36, -0.01], [-2.40, -0.74, 0.66], [-2.04, -0.93, -1.08], [-1.48, 1.38, -1.02], [-1.24, 1.39, 0.73], [2.98, 0.39, 0.94], [3.69, 0.18, 0.85]], "nbo_charge": [-0.326, 0.137, -0.500, -0.070, -0.455, 0.225, 0.204, 0.192, 0.176, 0.216, 0.205, -0.001, -0.002]}

***

{"formula": "C5H6N", "method": "the ωB97M-V functional and the def2-TZVPD basis", "relative_energy_kcal_mol": 86.71, "charge": 1, "spin_multiplicity": 3, "s2": 2.02, "homo_energy_ev": [-12.5181, -17.3805], "elements": ["C", "C", "C", "C", "C", "N", "H", "H", "H", "H", "H", "H"], "coordinates": [[1.16, -1.11, -0.91], [0.53, -0.21, -1.79], [-0.08, 0.67, -0.98], [0.18, 0.34, 0.44], [-0.85, -0.02, 1.38], [1.43, -1.52, 0.14], [0.36, -0.45, -2.85], [-0.34, 1.59, -1.44], [1.03, 0.71, 1.06], [-1.76, -0.45, 1.06], [-1.05, 0.96, 1.60], [-0.62, -0.50, 2.30]], "nbo_charge": [0.237, -0.071, 0.135, -0.237, -0.663, -0.025, 0.296, 0.259, 0.303, 0.239, 0.258, 0.269]}

***

{"formula": "C3H8N2O2", "method": "the ωB97M-V functional and the def2-TZVPD basis", "relative_energy_kcal_mol": 14.85, "charge": 0, "spin_multiplicity": 1, "smiles": "NC(=O)[C@H](N)CO", "homo_energy_ev": -9.6864, "elements": ["N", "C", "O", "C", "N", "C", "O", "H", "H", "H", "H", "H", "H", "H", "H"], "coordinates": [[1.75, -1.36, 0.63], [0.60, -1.26, -0.08], [-0.02, -2.20, -0.51], [0.15, 0.19, -0.31], [0.55, 1.07, 0.78], [-1.31, 0.22, -0.71], [-1.77, 1.55, -0.92], [2.23, -2.23, 0.78], [2.19, -0.53, 0.98], [0.76, 0.46, -1.19], [0.12, 0.79, 1.66], [0.23, 2.01, 0.59], [-1.42, -0.31, -1.65], [-1.93, -0.29, 0.03], [-2.13, 1.90, -0.09]], "nbo_charge": [-0.829, 0.671, -0.612, -0.176, -0.842, -0.074, -0.722, 0.401, 0.410, 0.210, 0.356, 0.373, 0.201, 0.168, 0.466]}

***

{"formula": "C5H8FN4", "method": "the ωB97M-V functional and the def2-TZVPD basis", "relative_energy_kcal_mol": 107.73, "charge": 1, "spin_multiplicity": 1, "homo_energy_ev": -13.3462, "elements": ["C", "C", "C", "C", "C", "N", "N", "N", "N", "F", "H", "H", "H", "H", "H", "H", "H", "H"], "coordinates": [[-0.69, -1.53, 0.00], [-1.97, -0.99, -0.05], [-2.02, 0.39, -0.01], [0.18, 0.69, 0.24], [1.74, -1.26, 0.34], [-1.03, 1.16, 0.20], [0.34, -0.74, 0.24], [1.27, 1.41, 0.25], [-4.01, 1.57, 0.20], [-3.11, -1.71, -0.15], [-0.39, -2.52, -0.09], [1.89, -2.34, 0.47], [2.44, -0.83, -0.54], [2.10, -0.95, 1.25], [1.21, 2.28, 0.66], [2.18, 1.13, -0.15], [-3.94, 2.34, -0.48], [-4.68, 0.95, -0.26]], "nbo_charge": [0.081, 0.235, 0.422, 0.629, -0.434, -0.469, -0.307, -0.758, -0.666, -0.265, 0.249, 0.265, 0.226, 0.235, 0.434, 0.436, 0.345, 0.343]}

***

{"formula": "C6H4N5O5Tm", "method": "the ωB97M-V functional and the def2-TZVPD basis", "relative_energy_kcal_mol": 11.35, "charge": 2, "spin_multiplicity": 3, "s2": 2.00, "homo_energy_ev": [-16.0678, -16.0926], "elements": ["O", "C", "Tm", "O", "C", "C", "O", "C", "O", "C", "O", "H", "N", "N", "N", "C", "N", "N", "H", "H", "H"], "coordinates": [[3.39, 0.05, -3.19], [2.52, -0.16, -2.45], [0.65, -0.13, -0.59], [1.54, -2.42, -3.43], [1.25, -1.71, -2.54], [2.00, 1.94, -0.51], [1.31, 2.34, 0.46], [0.33, 1.56, -2.20], [0.18, 2.45, -2.92], [2.87, -0.26, 0.25], [3.91, -0.11, 0.77], [2.84, 2.51, -1.01], [-3.78, 0.28, 2.64], [-2.67, -0.36, 2.13], [-2.63, -1.71, 2.06], [-1.64, -1.89, 1.19], [-1.11, -0.72, 0.74], [-1.82, 0.29, 1.35], [-3.53, 1.18, 3.01], [-4.30, -0.26, 3.31], [-1.30, -2.88, 0.93]], "nbo_charge": [-0.330, 0.479, 1.568, -0.295, 0.396, 0.046, -0.494, 0.427, -0.303, 0.432, -0.307, 0.194, -0.554, 0.214, -0.184, 0.183, -0.554, -0.010, 0.412, 0.427, 0.252]}

***

{"formula": "C2H4N4O2", "method": "the ωB97M-V functional and the def2-TZVPD basis", "relative_energy_kcal_mol": 30.41, "charge": 0, "spin_multiplicity": 1, "smiles": "[H]/N=c1/[nH]oc(=O)n1N", "homo_energy_ev": -9.8134, "elements": ["H", "N", "C", "N", "O", "C", "O", "N", "N", "H", "H", "H"], "coordinates": [[2.26, 1.11, -0.18], [2.17, 0.06, -0.04], [0.96, -0.34, -0.12], [0.68, -1.66, -0.17], [-0.76, -1.78, -0.03], [-1.31, -0.53, -0.06], [-2.48, -0.31, -0.08], [-0.26, 0.28, -0.20], [-0.44, 1.63, 0.00], [1.11, -2.17, 0.64], [-1.10, 2.00, -0.69], [-0.82, 1.71, 0.94]], "nbo_charge": [0.368, -0.713, 0.521, -0.293, -0.354, 0.854, -0.569, -0.327, -0.628, 0.396, 0.380, 0.365]}